Density functional theory data (the ωB97M-V functional and the def2-TZVPD basis) for a single C24H28N4O4S molecule.

Geometry as XYZ:
```
61
C24H28N4O4S | the Open Molecules 2025 dataset | the ωB97M-V functional and the def2-TZVPD basis
C -1.684 1.296 -5.012
C -1.751 2.363 -3.928
O -0.466 2.628 -3.371
C -0.037 1.784 -2.412
O -0.694 0.833 -2.010
C 1.268 2.117 -1.914
N 2.060 3.133 -2.403
C 3.238 3.134 -1.726
C 4.352 3.957 -1.875
C 5.436 3.723 -1.068
C 5.443 2.677 -0.121
O 6.594 2.570 0.601
C 6.641 1.611 1.631
C 4.350 1.848 0.023
C 3.221 2.088 -0.768
C 1.951 1.458 -0.889
N 1.397 0.364 -0.260
C 1.497 -0.015 1.051
S 2.219 0.926 2.207
N 0.977 -1.230 1.351
C 0.310 -2.089 0.397
C -1.210 -1.892 0.481
N -1.611 -2.208 1.834
C -2.900 -2.669 2.120
C -3.065 -3.478 3.241
C -4.295 -4.008 3.582
C -5.393 -3.749 2.785
C -5.257 -2.948 1.664
C -4.033 -2.389 1.326
O -3.856 -1.545 0.261
C -4.945 -1.275 -0.584
C -0.951 -1.363 2.808
C 0.567 -1.543 2.702
H -2.667 1.164 -5.454
H -0.981 1.590 -5.787
H -1.361 0.351 -4.581
H -2.086 3.319 -4.335
H -2.425 2.043 -3.126
H 1.787 3.752 -3.146
H 4.359 4.755 -2.601
H 6.321 4.336 -1.136
H 5.827 1.754 2.348
H 6.597 0.593 1.232
H 7.597 1.761 2.131
H 4.338 1.042 0.735
H 0.543 0.082 -0.745
H 0.546 -3.121 0.677
H 0.677 -1.916 -0.614
H -1.465 -0.861 0.194
H -1.704 -2.575 -0.208
H -2.199 -3.699 3.846
H -4.390 -4.629 4.459
H -6.360 -4.162 3.030
H -6.130 -2.742 1.064
H -4.553 -0.618 -1.359
H -5.754 -0.763 -0.052
H -5.335 -2.188 -1.047
H -1.187 -0.300 2.627
H -1.290 -1.623 3.810
H 0.839 -2.579 2.920
H 1.083 -0.875 3.393
```

Calculated values
HOMO   -0.2762 Eh
Frontier orbital gap   7.79 eV
E_tot   -1849.5288 Ha
Structure (SMILES)   CCOC(=O)c1[nH]c2ccc(OC)cc2c1NC(=S)N1CCN(c2ccccc2OC)CC1
Charge   0
F_max   1.0 eV/A
Relative energy (zero: lowest compared OMol25 entry of this formula, charge and spin)   2.6353 eV